Density functional theory data (wB97M-V/def2-TZVPD) for an isolated molecule of C6H10O2.

Values from the calculation:
DFT total energy in eV: -10473.419
Kohn-Sham gap in eV: 9.5
SMILES: CO/C(C)=C/[C@@H]1CO1
LUMO level in eV: 0.851
Energy relative to the best compared isomer or geometry (same formula, charge and spin) in eV: 5.751

ORCA input file:
```
! wB97M-V def2-TZVPD RIJCOSX def2/J DEFGRID3
* xyz 0 1
C -2.45 -0.98 0.09
O -1.96 0.40 -0.18
C -0.51 0.72 -0.15
C -0.36 2.10 0.05
C 0.26 -0.35 -0.56
C 1.70 -0.36 -0.64
C 2.47 -0.68 0.50
O 2.56 0.72 -0.12
H -3.62 -0.93 -0.18
H -2.55 -1.48 1.13
H -1.77 -1.85 -0.56
H 0.72 2.53 -0.17
H -0.53 2.22 1.17
H -1.28 2.56 -0.40
H -0.08 -1.49 -0.30
H 2.02 -0.78 -1.66
H 1.95 -1.03 1.59
H 3.43 -1.29 0.39
*
```